[1]
DFT (the ωB97M-V functional and the def2-TZVPD basis) results for the ion C4H8BrN2 with charge +1.

Calculated values
- SMILES string: C=C(Br)N/C=[NH+]\C
- Total energy: -77291.579 eV
- Net charge: +1
- Energy relative to the best compared isomer or geometry (same formula, charge and spin): 280.8 kJ/mol
- Gap between HOMO and LUMO: 9.676 eV

Element x y z (Å)
C: 2.06 1.68 -0.49
C: 2.44 0.43 -0.36
Br: 4.16 -0.14 0.01
N: 1.58 -0.73 -0.56
C: 0.40 -1.33 -0.31
N: -0.77 -1.04 0.25
C: -1.42 0.16 0.68
H: 2.85 2.47 -0.61
H: 1.10 2.16 -0.60
H: 2.14 -1.33 -1.14
H: 0.49 -2.32 -0.86
H: -1.32 -1.81 0.48
H: -0.97 1.16 0.67
H: -2.30 0.15 -0.09
H: -1.84 0.02 1.58


[2]
DFT (the ωB97M-V functional and the def2-TZVPD basis) results for a structure of composition C4H8BrNO2.

Calculated values
- Total energy: -79899.466 eV
- <S²>: 2.01
- Gap between HOMO and LUMO (spin up / spin down): 5.815 / 6.367 eV
- Multiplicity: 3

Element x y z (Å)
C: -1.63 -1.39 0.16
C: 0.74 -0.33 -1.10
C: 1.70 0.94 0.78
C: -0.65 0.17 0.82
N: 0.57 0.22 0.23
O: -2.44 -1.01 -0.83
O: -1.41 -2.46 0.70
Br: -2.13 1.77 0.19
H: -0.26 -0.19 -1.63
H: 1.53 0.08 -1.66
H: 0.96 -1.34 -1.20
H: 2.43 0.20 0.89
H: 2.16 1.51 0.05
H: 1.63 1.56 1.69
H: -0.68 0.29 1.93
H: -2.53 -0.02 -1.02


[3]
DFT (the ωB97M-V functional and the def2-TZVPD basis) results for a structure of composition C4H8Cl2NP.

Calculated values
- Total energy: -40098.023 eV
- Energy relative to the best compared isomer or geometry (same formula, charge and spin): 340.2 kJ/mol
- Gap between HOMO and LUMO (spin up / spin down): 7.884 / 7.680 eV

Element x y z (Å)
C: 1.34 0.49 0.02
C: 0.68 -0.77 -0.60
C: 0.91 0.58 1.52
C: -0.71 -0.36 -1.37
N: -0.26 -0.05 1.80
P: -1.82 0.11 0.04
Cl: -2.82 -1.52 0.50
Cl: -3.13 1.25 -0.94
H: 2.42 0.53 0.16
H: 0.97 1.41 -0.47
H: 1.37 -1.29 -1.25
H: 0.25 -1.48 0.19
H: 1.46 0.20 2.41
H: 0.94 1.59 1.92
H: -0.61 0.62 -2.07
H: -0.99 -1.32 -1.86


[4]
DFT (the ωB97M-V functional and the def2-TZVPD basis) results for a cluster of 2 separate species, C4H8Cl2S in total.

Calculated values
- Total energy: -40155.352 eV
- Energy relative to the best compared isomer or geometry (same formula, charge and spin): 121.1 kJ/mol
- Gap between HOMO and LUMO (spin up / spin down): 7.403 / 7.297 eV

Element x y z (Å)
C: 0.65 -0.28 1.31
C: 0.90 0.56 -0.98
C: -1.47 0.72 0.17
C: -0.07 0.16 0.07
S: -0.80 -2.10 -1.18
Cl: -2.48 -0.33 1.24
Cl: -2.16 1.10 -1.47
H: 0.09 -0.28 2.18
H: 1.50 0.48 1.39
H: 1.11 -1.34 1.23
H: 0.51 0.57 -2.01
H: 1.33 1.63 -0.75
H: 1.77 -0.02 -1.01
H: -1.34 1.71 0.56
H: 0.47 -2.56 -0.75


[5]
DFT (the ωB97M-V functional and the def2-TZVPD basis) results for the molecule C4H8Cl3O3PS.

Calculated values
- Total energy: -68107.959 eV
- Energy relative to the best compared isomer or geometry (same formula, charge and spin): 19.5 kJ/mol
- Gap between HOMO and LUMO (spin up / spin down): 7.241 / 6.721 eV

Element x y z (Å)
C: 1.59 -2.89 -2.85
C: -1.86 0.26 -1.33
C: -0.16 1.52 3.20
C: 0.31 1.83 1.87
O: -1.47 1.73 3.42
O: 0.54 -2.19 -2.14
O: -0.69 -0.35 -0.87
P: 0.74 -0.62 -1.52
S: 1.81 -1.08 0.28
Cl: 1.78 1.21 1.40
Cl: 0.86 2.53 4.40
Cl: -0.43 3.10 0.95
H: 1.80 -2.15 -3.64
H: 0.96 -3.76 -3.10
H: 2.30 -3.05 -2.10
H: -2.49 -0.57 -1.75
H: -1.88 0.95 -2.17
H: -2.25 0.58 -0.42
H: 0.14 0.43 3.51
H: -1.61 2.53 2.86


[6]
DFT (the ωB97M-V functional and the def2-TZVPD basis) results for a structure of composition C4H8ClInO2Rb.

Calculated values
- Total energy: -26723.631 eV
- Net charge: -1
- Gap between HOMO and LUMO: 4.247 eV

Element x y z (Å)
C: 1.81 1.31 0.35
C: 1.87 -0.20 0.28
Cl: 2.86 -0.71 -1.15
C: 0.53 -0.92 0.25
In: -1.10 -0.11 -1.10
C: -2.87 0.48 0.25
O: -3.56 -0.43 0.87
O: -3.11 1.69 0.36
H: 1.54 1.63 1.36
H: 2.80 1.74 0.14
H: 1.10 1.73 -0.36
H: 2.45 -0.54 1.15
H: 0.72 -1.96 -0.02
H: 0.12 -0.94 1.27
H: -1.71 -1.45 -2.17
H: -0.60 1.31 -2.01
Rb: -2.85 -2.62 0.53


Question: Which of these has the lowest total energy?
Answer: C4H8BrNO2